This record from the Open Molecules 2025 dataset describes C3H6O3Sr as an isolated structure in a non-equilibrium geometry. The level of theory is ωB97M-V with the def2-TZVPD basis set.

Computed properties:
HOMO (eV): -18.6
Charge: +2
Orbital gap (eV): 9.13
Lowest unoccupied orbital energy (eV): -9.4

Last column: natural (NBO) charge in e.
Element x y z (Å)
H  -1.5103  -0.7426  -0.7870  0.56
O  0.5808  0.6473  -2.4526  -0.73
C  -0.1035  0.4191  -1.4561  1.05
O  -1.0146  -0.5422  -1.6303  -0.79
Sr  -0.5155  -0.7627  -4.2312  1.96
O  -0.0614  0.8637  -0.2600  -0.50
C  0.7678  0.1788  0.7397  -0.06
C  -0.0687  0.0080  1.9773  -0.66
H  1.6479  0.8090  0.9084  0.24
H  1.0693  -0.7778  0.2989  0.18
H  -0.7850  0.8318  2.0861  0.25
H  0.6032  0.0132  2.8453  0.27
H  -0.6102  -0.9458  1.9615  0.22

This record from the Open Molecules 2025 dataset describes C3H6O3Yb as an isolated structure in a non-equilibrium geometry. The level of theory is ωB97M-V with the def2-TZVPD basis set.

Computed properties:
HOMO (alpha / beta) (eV): -10.6 / -14.1
Charge: +1
Orbital gap (alpha / beta) (eV): 6.86 / 8.88
Spin multiplicity: 2
Lowest unoccupied orbital energy (alpha / beta) (eV): -3.8 / -5.2

Last column: natural (NBO) charge in e.
Element x y z (Å)
H  0.5696  1.9211  -0.9444  0.18
O  -2.0196  -0.7290  0.4455  -0.54
C  -1.1040  -0.0554  0.0607  0.98
O  0.1409  -0.5702  -0.0859  -0.65
Yb  2.6422  0.0860  0.2459  0.98
O  -1.1743  1.2513  -0.0256  -0.47
C  -0.0340  2.1019  -0.0450  -0.27
H  0.5452  1.9930  0.8832  0.16
H  -0.4173  3.1243  -0.0891  0.25
C  0.1907  -2.0173  -0.0987  -0.27
H  1.2467  -2.2784  -0.2295  0.16
H  -0.1798  -2.4623  0.8280  0.24
H  -0.4063  -2.3648  -0.9450  0.24

This record from the Open Molecules 2025 dataset describes C3H6O4P2 as an isolated structure in a non-equilibrium geometry. The level of theory is ωB97M-V with the def2-TZVPD basis set.

Computed properties:
HOMO (eV): -8.5
Orbital gap (eV): 7.99
Lowest unoccupied orbital energy (eV): -0.5

Last column: natural (NBO) charge in e.
Element x y z (Å)
O  -1.3434  -0.5418  1.8923  -1.03
O  -0.5806  -0.2348  -2.0298  -0.74
O  1.7605  -0.8029  -0.7414  -0.76
O  0.8196  1.8496  -0.7756  -0.74
P  0.9026  0.3735  -1.4971  1.53
C  -1.3740  -0.6249  -0.9264  -0.42
C  1.1749  -1.0669  0.6151  -0.45
C  -0.0077  1.5998  0.4231  -0.46
P  -0.4958  -0.2174  0.6616  1.69
H  -1.4865  -1.6818  -0.9588  0.21
H  -2.3778  -0.1869  -0.8346  0.23
H  1.9951  -0.5291  1.2676  0.23
H  1.1334  -2.0619  0.9859  0.24
H  -0.7665  2.3281  0.6417  0.24
H  0.6461  1.7973  1.2764  0.22

This record from the Open Molecules 2025 dataset describes a 2-piece molecular cluster, C3H6O5 overall in a non-equilibrium geometry. The level of theory is ωB97M-V with the def2-TZVPD basis set.

Computed properties:
HOMO (eV): -8.8
Orbital gap (eV): 9.14
Lowest unoccupied orbital energy (eV): 0.3

Last column: natural (NBO) charge in e.
Element x y z (Å)
C  -0.1672  1.1223  -0.3243  0.63
C  -1.1736  2.1342  -0.4570  0.26
C  2.0383  0.5960  0.3660  -0.27
O  -0.2771  0.1496  -1.0582  -0.65
O  -2.2776  1.9258  0.0849  -0.60
O  -2.3175  -0.7757  0.6426  -0.52
O  0.9541  1.4724  0.3725  -0.49
O  -2.2756  -1.5650  -0.5595  -0.47
H  2.3814  0.6684  -0.6966  0.20
H  1.8201  -0.3377  0.7518  0.19
H  2.8152  0.8573  1.1698  0.20
H  -1.4518  -1.1045  -1.0708  0.51
H  -2.4620  1.0689  0.6636  0.51
H  -2.9766  -1.3120  1.1872  0.48